(1)
# C44H37Co2NO5P

A structure of composition C44H37Co2NO5P in a non-equilibrium geometry (ωB97M-V with the def2-TZVPD basis set, OMol25).

Geometry as XYZ:
```
90
C44H37Co2NO5P (ωB97M-V with the def2-TZVPD basis set)
Co 0.462 -1.231 -0.830
Co 0.033 1.645 -2.152
P 1.658 -2.172 -2.544
O 1.401 -2.192 1.765
O -2.692 0.921 -3.045
O 0.321 4.507 -1.520
O -2.390 -1.959 -0.975
O 1.482 0.682 -4.510
N -2.967 1.675 4.178
C -0.202 0.659 -0.360
C 0.940 1.074 -3.589
C -3.414 3.082 4.273
C 5.552 0.187 -2.803
C 0.730 -2.285 -4.081
C 3.423 -5.500 -1.067
C 3.903 -0.973 -1.517
C -1.197 -1.783 -5.401
C -2.051 2.154 0.420
C -1.641 1.290 4.201
C 0.789 1.794 4.161
C 1.022 -1.823 0.754
C -4.023 0.774 4.690
C 0.627 -2.995 -6.359
C -4.687 3.006 0.027
C -0.619 -2.417 -6.481
C 1.215 0.489 4.433
C -1.282 -1.695 -0.922
C 1.930 -3.804 -1.841
C -4.333 1.695 -0.264
C -1.645 1.215 -2.707
C -0.523 -1.725 -4.196
C 2.550 0.206 4.616
C -4.940 3.063 4.470
C 1.191 0.667 -0.780
C -0.713 1.794 0.439
C 4.848 -0.093 -3.955
C 3.678 -0.824 -3.887
C -3.048 1.264 -0.072
C -0.608 2.142 4.031
C 0.223 3.403 -1.786
C 5.082 -0.252 -1.582
C 1.302 -2.929 -5.153
C 3.098 2.503 4.230
C 3.493 1.212 4.527
C 3.205 -1.255 -2.669
C -5.326 1.592 4.768
C -2.461 3.473 0.759
C 0.854 -4.614 -1.563
C 1.764 2.792 4.048
C 2.346 -6.315 -0.787
C 1.061 -5.875 -1.033
C 3.212 -4.242 -1.598
C -3.746 3.886 0.540
H -4.111 -0.093 4.027
H -5.251 3.741 5.276
H 1.456 3.800 3.827
H -0.976 -1.231 -3.352
H 3.833 3.287 4.147
H -3.121 3.620 3.367
H 4.424 -5.837 -0.858
H -2.777 0.255 -0.347
H -4.015 4.914 0.718
H -3.709 0.405 5.671
H 3.097 -1.008 -4.775
H -2.897 3.550 5.116
H -1.452 0.255 4.416
H -5.060 1.018 -0.688
H -0.145 -4.255 -1.751
H 4.534 0.993 4.699
H -5.691 3.348 -0.172
H 2.277 -3.375 -5.045
H 2.857 -0.803 4.835
H 0.492 -0.305 4.497
H 5.195 0.283 -4.904
H 1.078 -3.490 -7.203
H -1.141 -2.460 -7.423
H -6.056 1.227 4.034
H 6.467 0.753 -2.855
H -0.002 2.465 0.888
H -5.809 1.483 5.748
H -1.719 4.173 1.096
H 4.044 -3.596 -1.818
H 1.867 0.850 0.057
H -2.167 -1.322 -5.497
H 0.221 -6.507 -0.799
H 3.520 -1.311 -0.567
H 2.509 -7.294 -0.366
H 5.621 -0.014 -0.680
H -5.450 3.418 3.567
H -0.830 3.172 3.816
```

LUMO energy = 2.4 eV
Frontier orbital gap = 5.336 eV
Spin multiplicity = 1
Net charge = -1
HOMO energy = -2.967 eV

---

(2)
# C44H37GeLiO2P2

A structure of composition C44H37GeLiO2P2 in a non-equilibrium geometry (ωB97M-V with the def2-TZVPD basis set, OMol25).

Geometry as XYZ:
```
87
C44H37GeLiO2P2 (ωB97M-V with the def2-TZVPD basis set)
Ge 0.126 0.904 3.355
P -0.329 1.341 -2.156
P -1.667 -1.223 -1.325
O -2.195 -0.696 -0.030
O -0.952 2.069 -1.007
C -2.565 -1.736 -3.921
C 0.799 -3.923 3.420
C 0.604 -1.835 2.257
C 4.224 1.286 1.966
C 1.648 1.373 5.999
C -0.854 0.742 -4.840
C 3.253 3.470 1.993
C 2.069 2.932 2.466
C -4.631 -0.845 -4.782
C 4.344 2.647 1.740
C 3.033 0.761 2.453
C 0.621 1.802 8.131
C -0.105 -0.425 -1.792
C -0.625 1.675 7.531
C -4.863 -0.212 -3.551
C 3.538 2.004 -3.418
C -2.787 -1.089 -2.690
C 0.779 -3.208 2.231
C 1.927 1.563 2.718
C -2.313 2.345 -3.746
C 0.507 -1.857 4.620
C 1.801 2.889 -1.426
C -1.707 -3.593 0.027
C -1.217 1.455 -3.669
C -1.215 -2.974 -1.121
C 3.951 2.964 -2.500
C 0.412 1.238 5.373
C -3.488 -1.612 -4.942
C -1.317 1.625 2.432
C -0.402 -3.690 -2.002
C -2.660 1.772 -6.066
C -3.014 2.495 -4.913
C 2.256 1.489 -3.344
C 1.378 1.937 -2.356
C 3.087 3.402 -1.504
C -0.717 1.411 6.173
C 0.472 -1.113 3.441
C -0.616 -5.636 -0.616
C 1.761 1.657 7.354
C -3.961 -0.343 -2.522
C -1.410 -4.923 0.274
C -0.105 -5.020 -1.753
C -1.565 0.910 -6.007
C 0.657 -3.238 4.617
Li -1.547 1.027 0.466
H 0.575 -0.505 -0.937
H -3.217 1.891 -6.987
H 0.884 -3.726 1.284
H -5.339 -0.742 -5.594
H 3.414 4.119 -0.764
H 5.063 0.628 1.763
H -1.527 1.796 8.124
H 2.968 -0.307 2.633
H -2.599 2.893 -2.857
H 0.556 -1.289 1.323
H 4.958 3.360 -2.551
H 1.945 0.742 -4.065
H 2.742 1.766 7.804
H -1.682 -2.337 -4.087
H 0.357 -0.928 -2.646
H 0.918 -5.001 3.411
H -4.139 0.144 -1.570
H 0.701 2.023 9.190
H -2.280 -3.010 0.734
H 5.273 3.063 1.364
H -3.866 3.167 -4.931
H 1.130 3.188 -0.633
H 4.217 1.650 -4.185
H -0.377 -6.674 -0.415
H 0.530 -5.568 -2.437
H -1.279 0.336 -6.882
H 3.329 4.538 1.816
H -5.751 0.389 -3.404
H 0.413 -1.343 5.571
H -1.775 -5.391 1.179
H -1.692 1.364 5.697
H 0.664 -3.781 5.558
H 0.020 -3.213 -2.879
H 2.554 1.254 5.414
H 1.216 3.576 2.641
H -0.035 0.033 -4.831
H -3.292 -2.102 -5.890
```

LUMO energy (alpha / beta) = 4.1 / 4.2 eV
Frontier orbital gap (alpha / beta) = 3.529 / 2.899 eV
Spin multiplicity = 1
Net charge = -2
HOMO energy (alpha / beta) = 0.600 / 1.254 eV

---

Relative energy (zero: lowest compared OMol25 entry of this formula, charge and spin) (computed, kcal/mol): 0.0, 0.0